Density functional theory data (the ωB97M-V functional and the def2-TZVPD basis) for C3H3LiOYb as an isolated structure.

Atoms and positions in Å:
C 1.04822 0.90107 -1.88617
O 1.66471 1.86100 -1.34545
Li 0.41903 2.39254 -0.01191
H 1.14248 0.72284 -2.97594
Yb -2.17389 -1.47266 0.87438
C -0.26655 0.19951 -1.06955
C -0.41079 0.34814 0.30946
H -1.10400 0.48869 -1.72467
H 0.50683 0.32166 0.91989

Output
energy above the lowest of the compared OMol25 structures with the same formula, charge and spin	0.00	kJ/mol
2S+1	2
Kohn-Sham gap (alpha / beta)	3.001 / 5.836	eV
charge	+1

---

Density functional theory data (the ωB97M-V functional and the def2-TZVPD basis) for a 11-piece molecular cluster, C5H35N2O11 overall.

Atoms and positions in Å:
C 0.11001 2.25938 0.03517
N -0.98052 1.33561 -0.02854
C -1.25876 0.41686 1.10025
C -1.04866 -0.98283 0.60153
C -1.01385 -1.99504 1.78874
O -1.90526 -1.47571 -0.41061
C 1.35435 1.69906 -0.66996
N 1.13184 1.17322 -2.02941
H 0.40123 2.66832 1.00040
H -0.03716 3.21175 -0.48082
H -1.80957 1.75732 -0.41421
H -0.63296 0.61140 1.95551
H -2.28809 0.52897 1.44544
H -0.05749 -1.16636 0.18012
H -2.06074 -2.20087 2.04200
H -0.47491 -2.89365 1.51253
H -0.63277 -1.51371 2.68834
H -2.83958 -1.52869 -0.18340
H 1.83536 0.93574 -0.06716
H 2.12156 2.47548 -0.68066
H 0.24158 1.46437 -2.47371
H 0.87764 0.17433 -2.01800
H 1.81809 1.45212 -2.71512
H -0.04311 3.79730 3.12961
H -0.08665 2.18430 3.12780
O -0.58564 3.01392 3.23347
H -2.61627 -0.08691 -1.49612
H -3.59878 -0.25410 -2.72143
O -2.74181 0.08032 -2.43847
H 2.91050 -3.79089 1.72301
H 1.87463 -3.62477 0.65402
O 2.54677 -3.10865 1.14166
H -1.35085 1.51699 -4.63967
H -1.79841 1.52096 -3.21860
O -1.04050 1.80388 -3.77071
H 1.77321 0.47091 2.66730
H 1.32184 0.92038 4.05118
O 0.96823 0.71699 3.17433
H 2.68983 -0.68544 0.70665
H 3.01994 -1.32485 2.05196
O 3.07357 -0.48361 1.58052
H 1.64538 -4.72829 -1.37233
H 0.22136 -4.08220 -1.36318
O 1.12829 -3.97370 -1.06286
H -2.25993 3.40588 2.00834
H -2.64338 4.51816 1.18802
O -2.14633 3.68670 1.10096
H 2.86804 -2.23316 -1.00684
H 1.39130 -1.84239 -1.36483
O 2.23131 -1.51501 -1.02698
H -0.40785 -1.66433 -3.45902
H -1.04316 -1.22082 -2.21168
O -0.15287 -1.42464 -2.56458

Output
energy above the lowest of the compared OMol25 structures with the same formula, charge and spin	211.13	kJ/mol
2S+1	1
Kohn-Sham gap	9.271	eV
charge	+1

---

Density functional theory data (the ωB97M-V functional and the def2-TZVPD basis) for C6H14ClN2O2Pt as an isolated structure.

Atoms and positions in Å:
Pt 3.44243 2.26593 3.03361
Cl 1.36581 1.41339 1.68609
C 0.64076 3.15667 -1.87348
C -0.70646 2.41243 -2.06975
O -1.24511 2.50020 -3.14818
N -1.12062 1.70538 -1.04520
C -2.28110 0.87589 -1.00451
H 1.27883 2.60180 -1.18568
H 0.29973 4.14893 -1.57816
H 1.22161 3.46280 -2.74354
H -0.48241 1.69912 -0.26241
H -2.34485 0.25146 -0.11338
H -2.36899 0.24691 -1.89037
H -3.14600 1.52960 -1.11722
C 0.60338 -1.61155 -0.63764
C 0.28319 -2.69698 0.40314
O -0.13864 -3.82797 0.17888
N 0.72536 -2.28552 1.66154
C 0.35180 -3.00682 2.90293
H -0.27100 -1.01003 -0.88609
H 0.86374 -2.04404 -1.60370
H 1.43750 -0.98274 -0.32631
H 1.00758 -1.34835 1.91089
H -0.60812 -2.61520 3.23948
H 1.00376 -2.77171 3.74422
H 0.18783 -4.06960 2.72484

Output
2S+1	4
Kohn-Sham gap (alpha / beta)	8.574 / 5.165	eV
charge	+2

---

Maximum force in eV/A, matching the order above: 4.52, 3.54, 4.20
E_tot in hartree, matching the order above: -1357.16203, -1148.44362, -1075.67014